[1]
Here is a 3-piece molecular cluster, C6H18O6 overall at a distorted geometry from the OMol25 dataset. Energies are from ωB97M-V with the def2-TZVPD basis set.

```
! RIJCOSX wB97M-V def2-TZVPD def2/J DEFGRID3
* xyz 1 2
C -3.628 -8.813 -9.648
C -4.125 -9.740 -8.457
O -5.461 -10.169 -8.542
O -3.189 -9.659 -10.742
H -2.990 -8.088 -9.143
H -4.422 -8.158 -10.006
H -4.105 -9.095 -7.578
H -3.371 -10.486 -8.204
H -5.326 -10.984 -9.032
H -3.935 -10.243 -10.895
C -7.428 -6.446 -6.851
C -7.152 -6.837 -8.366
O -7.599 -8.161 -8.601
O -6.463 -7.210 -6.137
H -8.463 -6.722 -6.647
H -7.357 -5.363 -6.746
H -6.162 -6.456 -8.616
H -7.799 -6.167 -8.932
H -6.852 -8.722 -8.380
H -5.578 -6.866 -6.276
C -3.710 -13.023 -10.748
C -2.814 -12.990 -12.068
O -1.959 -11.892 -11.997
O -4.616 -11.963 -11.106
H -3.139 -12.768 -9.855
H -4.097 -14.024 -10.559
H -3.397 -12.981 -12.989
H -2.169 -13.866 -11.999
H -2.572 -11.163 -12.117
H -5.120 -12.311 -11.845
*
```

Calculated values
<S²> ... 0.7553
Frontier orbital gap (alpha / beta) ... 8.87 / 2.72 eV
Energy above the lowest of the compared OMol25 structures with the same formula, charge and spin ... 93.4 kcal per mole
HOMO energy (alpha / beta) ... -12.13 / -12.13 eV

***

[2]
Here is C6H19ClHgO10 as an isolated structure at a distorted geometry from the OMol25 dataset. Energies are from ωB97M-V with the def2-TZVPD basis set.

```
! RIJCOSX wB97M-V def2-TZVPD def2/J DEFGRID3
* xyz 0 1
Hg 5.365 18.912 21.050
Cl 3.771 14.967 19.999
O 3.348 16.244 19.654
O 3.937 14.193 18.776
O 5.025 15.162 20.685
O 2.811 14.345 20.873
C 9.169 20.595 17.509
C 8.212 20.121 18.560
O 7.578 19.063 18.400
O 7.901 20.857 19.503
H 10.144 20.378 17.946
H 9.052 21.665 17.341
H 9.152 20.035 16.574
C 1.841 18.430 23.765
O 3.107 17.864 23.414
H 1.426 19.053 22.972
H 1.199 17.553 23.848
H 1.854 18.977 24.708
H 3.235 17.154 24.047
C 3.432 21.958 18.625
O 3.065 21.074 19.663
H 4.242 21.574 18.005
H 2.491 22.220 18.140
H 3.744 22.892 19.092
H 2.274 21.438 20.068
C 5.674 22.964 23.428
O 5.163 21.622 23.486
H 5.729 23.246 22.376
H 5.089 23.707 23.970
H 6.662 23.058 23.879
H 4.767 21.478 24.349
C 7.815 18.052 24.796
O 7.849 18.253 23.427
H 8.481 18.797 25.230
H 6.815 18.053 25.229
H 8.198 17.050 24.993
H 8.758 18.060 23.188
*
```

Calculated values
Frontier orbital gap ... 3.17 eV
Energy above the lowest of the compared OMol25 structures with the same formula, charge and spin ... 167.4 kcal per mole
HOMO energy ... -8.91 eV

***

[3]
Here is C6H19N2OPPdS4Sb as an isolated structure at a distorted geometry from the OMol25 dataset. Energies are from ωB97M-V with the def2-TZVPD basis set.

```
! RIJCOSX wB97M-V def2-TZVPD def2/J DEFGRID3
* xyz -1 1
Pd -0.358 -0.535 -0.601
N 0.503 -1.748 1.377
C 1.530 -1.248 2.272
C 2.908 -1.331 1.611
C 3.172 -0.193 0.621
N 2.214 -0.216 -0.474
H -0.382 -1.909 1.861
H 0.799 -2.631 0.948
H 1.557 -1.817 3.218
H 1.284 -0.206 2.513
H 2.991 -2.289 1.088
H 3.678 -1.299 2.387
H 4.209 -0.295 0.248
H 3.086 0.770 1.138
H 2.310 -1.127 -0.956
H 2.424 0.519 -1.152
S 1.726 -3.320 -1.528
Sb -0.275 -2.503 -2.335
S -0.088 -0.180 -2.978
S -1.926 -2.513 -0.581
S -1.004 -3.689 -4.156
C -2.962 0.635 -0.957
P -1.789 1.662 0.022
C -2.917 2.820 0.890
C -0.836 2.689 -1.154
O -0.948 0.960 1.026
H -3.875 1.182 -1.183
H -3.200 -0.262 -0.366
H -2.479 0.328 -1.905
H -3.552 3.371 0.202
H -2.341 3.515 1.496
H -3.535 2.205 1.542
H -1.509 3.172 -1.860
H -0.127 2.043 -1.692
H -0.290 3.442 -0.582
*
```

Calculated values
Frontier orbital gap ... 5.41 eV
Energy above the lowest of the compared OMol25 structures with the same formula, charge and spin ... 38.9 kcal per mole
HOMO energy ... -4.01 eV

***

[4]
Here is a 3-piece molecular cluster, C6H19NO3 overall at a distorted geometry from the OMol25 dataset. Energies are from ωB97M-V with the def2-TZVPD basis set.

```
! RIJCOSX wB97M-V def2-TZVPD def2/J DEFGRID3
* xyz 1 2
C 1.122 -2.339 -0.036
N -0.106 -1.549 0.181
C 0.111 -0.171 0.861
C 0.325 0.940 -0.301
C -1.005 1.807 -0.494
C 1.478 1.878 0.146
C -1.039 0.129 1.773
O -0.350 -0.343 3.075
H 1.185 -3.460 0.202
H 1.989 -1.943 0.600
H 1.349 -2.263 -1.073
H -0.709 -2.067 0.744
H 1.055 -0.284 1.534
H 0.515 0.312 -1.161
H -2.056 1.284 -0.552
H -1.169 2.622 0.157
H -0.860 2.355 -1.439
H 2.393 1.586 0.750
H 1.160 2.634 0.776
H 1.976 2.077 -0.852
H -1.829 -0.518 1.665
H -1.249 1.100 2.098
H -0.869 -0.111 3.814
H 2.330 -1.117 -3.357
H 0.972 -0.527 -2.860
O 1.991 -0.356 -2.994
H -2.341 -0.945 -0.726
H -3.116 -0.122 -1.668
O -3.249 -0.609 -0.865
*
```

Calculated values
<S²> ... 0.7550
Frontier orbital gap (alpha / beta) ... 11.79 / 6.26 eV
Energy above the lowest of the compared OMol25 structures with the same formula, charge and spin ... 21.8 kcal per mole
HOMO energy (alpha / beta) ... -14.79 / -14.74 eV

***

[5]
Here is C6H20AgFO6 as an isolated structure at a distorted geometry from the OMol25 dataset. Energies are from ωB97M-V with the def2-TZVPD basis set.

```
! RIJCOSX wB97M-V def2-TZVPD def2/J DEFGRID3
* xyz 0 1
Ag -0.521 -1.727 -1.802
F 0.052 -0.486 0.151
C -1.379 -3.990 0.270
O -0.165 -3.344 -0.034
H -1.283 -4.465 1.252
H -2.254 -3.344 0.375
H -1.588 -4.796 -0.431
H -0.126 -2.523 0.486
C 2.600 1.248 2.934
O 1.776 0.097 3.012
H 3.664 0.993 2.871
H 2.377 1.841 2.045
H 2.541 1.867 3.829
H 1.512 -0.086 2.105
C 1.590 1.360 -2.075
C 2.707 0.416 -1.567
O 2.212 -0.891 -1.352
O 0.742 1.812 -1.088
H 1.075 0.781 -2.856
H 2.033 2.214 -2.593
H 3.125 0.747 -0.612
H 3.510 0.389 -2.304
H 1.742 -0.897 -0.506
H 0.437 1.057 -0.556
C -2.349 1.514 0.537
C -2.716 1.494 -0.956
O -4.064 1.321 -1.286
O -2.502 0.203 1.056
H -2.934 2.194 1.156
H -1.296 1.788 0.626
H -2.177 0.600 -1.302
H -2.269 2.312 -1.521
H -4.429 0.536 -0.870
H -1.643 -0.238 1.008
*
```

Calculated values
Frontier orbital gap ... 8.00 eV
Energy above the lowest of the compared OMol25 structures with the same formula, charge and spin ... 0.0 kcal per mole
HOMO energy ... -9.71 eV

***

[6]
Here is C6H20AlN8O6 as an isolated structure at a distorted geometry from the OMol25 dataset. Energies are from ωB97M-V with the def2-TZVPD basis set.

```
! RIJCOSX wB97M-V def2-TZVPD def2/J DEFGRID3
* xyz 1 1
Al 18.255 -21.136 -13.933
O 15.325 -20.881 -14.287
C 14.359 -20.131 -14.957
C 12.837 -20.046 -14.297
O 12.572 -20.823 -13.138
H 14.359 -20.399 -16.014
H 14.856 -19.166 -15.054
H 12.181 -20.644 -14.929
H 12.457 -19.028 -14.381
C 20.259 -22.526 -17.150
O 19.845 -21.695 -16.382
N 20.312 -23.851 -16.953
N 20.954 -22.306 -18.257
H 19.760 -24.310 -16.243
H 20.704 -24.423 -17.688
H 21.111 -23.062 -18.908
H 21.241 -21.354 -18.436
C 20.502 -18.090 -15.362
O 19.465 -18.716 -15.122
N 21.154 -17.386 -14.511
N 20.984 -17.962 -16.521
H 20.838 -17.264 -13.559
H 22.012 -16.983 -14.861
H 20.501 -18.344 -17.322
H 21.662 -17.226 -16.656
C 22.321 -21.855 -13.954
O 21.140 -21.903 -13.871
N 23.129 -21.936 -12.920
N 22.982 -21.401 -15.057
H 22.714 -22.252 -12.055
H 24.071 -21.932 -13.283
H 23.983 -21.486 -15.152
H 22.483 -21.044 -15.860
C 20.240 -19.196 -11.300
O 19.888 -19.443 -12.446
N 21.271 -18.488 -10.949
N 19.645 -19.569 -10.251
H 21.760 -18.037 -11.709
H 21.391 -18.108 -10.021
H 18.771 -19.962 -10.571
H 19.594 -19.043 -9.390
*
```

Calculated values
Frontier orbital gap ... 5.41 eV
HOMO energy ... -11.60 eV

***

[7]
Here is C6H20AsBInN3S as an isolated structure at a distorted geometry from the OMol25 dataset. Energies are from ωB97M-V with the def2-TZVPD basis set.

```
! RIJCOSX wB97M-V def2-TZVPD def2/J DEFGRID3
* xyz 2 1
In 0.533 0.658 -0.027
N 2.801 0.274 0.197
C 3.095 -0.188 1.585
C 2.171 0.538 2.536
N 0.794 0.135 2.196
H 3.189 -0.372 -0.486
H 3.253 1.173 0.028
H 4.134 0.003 1.852
H 2.924 -1.264 1.630
H 2.256 1.616 2.384
H 2.429 0.319 3.571
H 0.120 0.700 2.710
H 0.624 -0.833 2.457
B 0.788 5.152 -0.207
C 0.541 3.723 0.201
N 0.367 2.591 0.487
H 0.150 5.938 0.448
H 1.965 5.360 -0.036
H 0.285 5.198 -1.313
C -1.561 -1.612 -2.987
As -2.199 -1.793 -1.194
C -4.088 -2.065 -1.232
C -1.384 -3.319 -0.378
S -1.817 0.017 -0.033
H -1.937 -2.450 -3.574
H -0.472 -1.617 -3.002
H -1.936 -0.678 -3.402
H -4.268 -2.972 -1.809
H -4.576 -1.217 -1.708
H -4.464 -2.189 -0.218
H -1.654 -4.207 -0.949
H -1.761 -3.412 0.639
H -0.302 -3.207 -0.367
*
```

Calculated values
Frontier orbital gap ... 6.05 eV
Energy above the lowest of the compared OMol25 structures with the same formula, charge and spin ... 10.5 kcal per mole
HOMO energy ... -14.89 eV

***

[8]
Here is C6H20ClGaI2OP2 as an isolated structure at a distorted geometry from the OMol25 dataset. Energies are from ωB97M-V with the def2-TZVPD basis set.

```
! RIJCOSX wB97M-V def2-TZVPD def2/J DEFGRID3
* xyz 2 1
I 0.297 1.667 0.093
I 2.295 -0.976 -1.364
Ga -0.420 -0.860 -0.004
P 1.144 -0.999 1.992
C 2.822 -0.367 1.882
C 0.279 0.016 3.244
H 0.480 -0.433 4.241
H 1.429 -2.662 3.733
H -0.800 0.076 3.010
H 0.146 -3.139 2.570
H 2.716 0.699 1.691
H 0.663 1.040 3.150
C 1.160 -2.700 2.664
H 3.419 -0.566 2.789
H 1.933 -3.269 2.116
H 3.274 -0.853 1.004
P -1.104 -0.244 -2.262
C 0.108 0.540 -3.337
C -1.883 -1.592 -3.111
H -2.958 0.678 -1.041
H -2.988 0.988 -2.828
H -1.894 1.881 -1.641
C -2.380 0.949 -1.917
H -2.420 -2.226 -2.390
H -2.515 -1.112 -3.875
H -0.284 0.768 -4.334
H 0.942 -0.146 -3.491
H -1.084 -2.201 -3.558
H 0.482 1.419 -2.826
Cl -2.312 -1.105 1.051
O 0.019 4.837 1.249
H -0.707 5.463 1.122
H 0.142 4.431 0.376
*
```

Calculated values
Frontier orbital gap (alpha / beta) ... 5.45 / 5.64 eV
Energy above the lowest of the compared OMol25 structures with the same formula, charge and spin ... 51.2 kcal per mole
HOMO energy (alpha / beta) ... -16.52 / -16.55 eV

***

Number 1: total energy -690.3929 hartree. Number 2: total energy -1605.4275 hartree. Number 3: total energy -2727.1438 hartree. Number 4: total energy -520.0333 hartree. Number 5: total energy -938.7904 hartree. Number 6: total energy -1372.1615 hartree. Number 7: total energy -3253.2314 hartree. Number 8: total energy -3978.3364 hartree.